DFT (ωB97M-V with the def2-TZVPD basis set) results for an isolated molecule of C5H7Cl2NO at a distorted geometry.

Each line ends with the Mulliken charge.
Cartesian coordinates (Å):
C: -0.036 1.654 -0.896  -0.949
C: -0.878 0.317 -0.910  -1.158
C: -0.012 -0.900 -0.651  0.724
Cl: -1.030 -2.289 -0.506  -0.155
Cl: 1.268 -1.175 -1.866  -0.152
C: 0.815 -0.748 0.881  -0.203
O: 1.196 -1.997 1.356  -0.478
C: -0.101 0.028 1.721  0.183
N: -0.683 0.637 2.517  -0.445
H: 0.485 1.682 0.055  0.295
H: 0.657 1.921 -1.691  0.336
H: -0.858 2.411 -0.890  0.285
H: -1.382 0.241 -1.778  0.594
H: -1.615 0.444 -0.148  0.424
H: 1.645 0.038 0.779  0.326
H: 0.529 -2.264 2.029  0.373

## Properties
**Max |F|**: 4.154 eV/A
**Orbital gap**: 11.2 eV
**HOMO level**: -10.7 eV
**E_tot**: -1245.052107 a.u.
**Relative energy (zero: lowest compared OMol25 entry of this formula, charge and spin)**: 5.2 kcal per mole
**LUMO energy**: 0.5 eV
**M**: 168.0 g/mol


DFT (ωB97M-V with the def2-TZVPD basis set) results for a cluster of 2 separate species, C10H11F3N2 in total at a distorted geometry.

Each line ends with the Mulliken charge.
Cartesian coordinates (Å):
C: -1.113 -0.768 -0.968  -0.761
C: 0.872 0.564 -0.512  -0.376
C: -1.561 0.223 -1.836  -0.447
C: 0.398 1.539 -1.388  -0.613
C: 0.078 -0.527 -0.359  0.331
C: -0.814 1.377 -2.047  0.750
C: 0.911 -2.303 1.264  0.478
C: -1.335 2.445 -2.964  -1.373
C: 1.548 -2.347 3.658  -0.884
C: 2.190 -2.708 0.636  0.733
N: 0.014 -3.160 1.915  -0.608
N: 0.619 -2.006 2.600  -0.229
F: 3.089 -1.708 0.675  -0.254
F: 2.805 -3.783 1.184  -0.257
F: 2.020 -3.015 -0.662  -0.271
H: -1.687 -1.666 -0.806  0.404
H: 1.813 0.682 -0.001  0.456
H: -2.502 0.088 -2.350  0.361
H: 0.987 2.429 -1.550  0.321
H: -2.089 3.040 -2.448  0.290
H: -0.536 3.111 -3.283  0.354
H: -1.797 2.003 -3.843  0.358
H: 0.980 -2.391 4.587  0.307
H: 2.056 -3.303 3.495  0.296
H: 2.283 -1.544 3.724  0.322
H: -0.973 -3.002 1.717  0.311

## Properties
**Max |F|**: 3.586 eV/A
**Orbital gap (spin up / spin down)**: 8.6 / 8.7 eV
**HOMO level (spin up / spin down)**: -8.7 / -8.7 eV
**E_tot**: -796.581767 a.u.
**Relative energy (zero: lowest compared OMol25 entry of this formula, charge and spin)**: 71.2 kcal per mole
**LUMO energy (spin up / spin down)**: -0.1 / 0.0 eV
**M**: 216.2 g/mol


DFT (ωB97M-V with the def2-TZVPD basis set) results for a cluster of 9 separate species, C23H66N8O9 in total at a distorted geometry.

Each line ends with the Mulliken charge.
Cartesian coordinates (Å):
C: 6.502 -0.934 2.131  -0.926
O: 5.433 -1.358 1.248  -0.183
C: 4.892 -2.668 1.508  -1.320
C: 3.387 -2.733 1.076  0.930
C: 2.841 -3.975 1.630  -1.466
N: 3.035 -2.530 -0.332  -0.463
H: 6.130 -0.727 3.144  0.339
H: 6.924 -0.009 1.742  0.230
H: 7.304 -1.645 2.152  0.379
H: 5.463 -3.332 0.898  0.339
H: 5.011 -3.010 2.564  0.484
H: 2.956 -1.899 1.629  0.092
H: 3.570 -4.820 1.459  0.377
H: 1.851 -4.256 1.158  0.266
H: 2.844 -3.944 2.725  0.414
H: 3.307 -3.456 -0.698  0.309
H: 3.546 -1.845 -0.830  -0.018
C: -6.091 -0.410 0.738  -0.588
O: -5.152 -1.027 1.552  -0.388
C: -4.188 -0.002 1.999  0.062
C: -3.177 -0.610 2.913  -0.095
C: -2.542 0.513 3.878  -0.964
N: -2.088 -1.264 2.201  0.209
H: -5.566 -0.064 -0.079  0.084
H: -6.550 0.449 1.152  0.378
H: -6.850 -1.174 0.535  0.238
H: -3.758 0.543 1.145  -0.142
H: -4.756 0.766 2.536  0.554
H: -3.759 -1.318 3.537  0.371
H: -1.805 0.007 4.510  0.040
H: -3.360 0.889 4.479  0.515
H: -2.071 1.375 3.387  0.048
H: -1.734 -0.580 1.528  -0.421
H: -2.307 -2.141 1.769  0.462
N: -2.974 -1.333 -1.141  1.222
C: -3.077 -2.684 -1.029  0.256
N: -4.198 -3.193 -1.572  -0.498
O: -2.123 -3.306 -0.576  -0.661
H: -3.562 -0.882 -1.829  0.149
H: -2.176 -0.827 -0.733  -0.987
H: -4.227 -4.171 -1.358  0.344
H: -5.069 -2.742 -1.310  0.223
N: -0.104 -3.507 3.737  -0.341
C: 0.797 -2.924 4.577  0.432
N: 0.629 -1.602 4.865  -0.312
O: 1.584 -3.569 5.266  -0.675
H: -0.763 -3.030 3.143  0.226
H: 0.200 -4.494 3.575  0.224
H: -0.325 -1.258 4.900  0.161
H: 1.345 -1.114 5.438  0.201
N: 1.228 1.235 -0.343  0.425
C: 0.239 0.297 -0.068  -0.400
N: 0.600 -1.088 -0.099  0.832
O: -0.936 0.637 0.159  -0.687
H: 2.214 1.004 -0.466  0.080
H: 0.942 2.182 -0.116  0.120
H: -0.122 -1.797 -0.223  0.014
H: 1.511 -1.435 -0.324  -0.168
C: -0.631 4.056 1.937  -1.376
C: -0.933 4.481 0.472  1.337
C: -1.567 5.899 0.400  -1.572
O: 0.244 4.412 -0.316  -0.545
H: -1.590 4.114 2.471  0.365
H: 0.081 4.729 2.464  0.419
H: -0.393 2.995 2.031  0.296
H: -1.601 3.685 0.140  -0.495
H: -1.665 6.068 -0.641  0.371
H: -0.716 6.422 0.758  0.426
H: -2.527 6.002 0.933  0.342
H: 0.985 4.815 0.160  0.332
C: -3.644 1.671 -2.838  -0.729
C: -3.129 3.060 -2.403  0.742
C: -1.678 3.230 -2.822  -1.273
O: -3.849 4.126 -2.905  -0.602
H: -3.605 1.676 -3.935  0.289
H: -4.621 1.384 -2.431  0.396
H: -2.834 1.000 -2.547  -0.246
H: -3.194 3.099 -1.324  0.112
H: -0.982 2.666 -2.215  0.092
H: -1.358 4.284 -2.786  0.377
H: -1.500 2.923 -3.821  0.514
H: -4.723 4.078 -2.511  0.360
C: 4.422 0.345 -2.573  -1.338
C: 5.053 0.531 -1.252  0.862
C: 5.841 1.835 -1.151  -1.537
O: 3.946 0.709 -0.294  -0.757
H: 5.211 0.354 -3.312  0.498
H: 3.730 1.166 -2.783  0.287
H: 3.835 -0.604 -2.684  0.173
H: 5.600 -0.306 -0.844  0.269
H: 5.949 2.082 -0.099  0.360
H: 5.262 2.664 -1.612  0.321
H: 6.828 1.709 -1.567  0.410
H: 4.239 0.494 0.612  0.155
C: -0.973 -2.425 -3.817  -1.579
C: -0.714 -0.952 -3.589  2.639
C: 0.739 -0.496 -3.825  -1.416
O: -1.477 -0.203 -4.508  -0.600
H: -0.633 -2.748 -4.783  0.434
H: -2.016 -2.774 -3.555  0.379
H: -0.297 -2.975 -3.153  0.328
H: -1.022 -0.650 -2.596  -1.306
H: 1.452 -0.995 -3.148  0.059
H: 0.813 0.641 -3.667  0.209
H: 1.008 -0.703 -4.856  0.504
H: -2.238 -0.787 -4.667  0.394

## Properties
**Max |F|**: 3.419 eV/A
**Orbital gap**: 9.3 eV
**HOMO level**: -8.8 eV
**E_tot**: -2031.162202 a.u.
**LUMO energy**: 0.5 eV
**M**: 598.8 g/mol


DFT (ωB97M-V with the def2-TZVPD basis set) results for a structure of composition C8H26Cl3GeN2O6PRuSe.

Each line ends with the Mulliken charge.
Cartesian coordinates (Å):
Ru: 0.488 -0.172 0.285  0.626
O: 0.101 3.783 1.455  -0.523
Cl: 0.078 2.401 1.209  1.724
O: -0.593 1.632 2.273  -0.695
O: -0.605 2.021 -0.041  -0.601
O: 1.450 1.822 1.072  -0.607
C: 4.563 -0.649 -3.825  -0.972
Ge: 5.193 -1.611 -2.296  0.416
C: 7.069 -1.512 -1.993  -1.059
C: 4.411 -3.357 -2.054  -1.090
C: 4.485 -0.417 -0.652  -1.205
Se: 3.015 -1.074 0.241  0.603
C: 3.725 -2.450 1.379  -0.991
H: 4.827 -1.238 -4.707  0.415
H: 5.065 0.315 -3.889  0.384
H: 3.485 -0.505 -3.825  0.278
H: 7.547 -2.040 -2.821  0.414
H: 7.366 -1.990 -1.061  0.384
H: 7.409 -0.477 -2.001  0.394
H: 4.596 -3.948 -2.952  0.415
H: 3.330 -3.302 -1.914  0.353
H: 4.872 -3.875 -1.212  0.344
H: 4.258 0.562 -1.074  0.514
H: 5.328 -0.394 0.040  0.566
H: 4.792 -2.496 1.182  0.426
H: 3.236 -3.384 1.119  0.369
H: 3.514 -2.155 2.403  0.326
N: -1.988 -3.977 2.014  -0.211
C: -0.962 -3.388 2.962  -0.874
P: -0.664 -1.622 2.539  1.773
O: 0.793 -1.248 2.548  -0.803
O: -1.280 -1.472 1.158  -1.015
C: -1.545 -0.646 3.816  -0.987
N: -0.613 0.216 4.624  -0.168
H: -1.695 -4.893 1.662  0.367
H: -2.122 -3.351 1.220  0.288
H: -2.897 -4.111 2.467  0.375
H: -0.027 -3.928 2.830  0.341
H: -1.308 -3.550 3.981  0.452
H: -2.096 -1.289 4.500  0.584
H: -2.247 0.015 3.310  0.357
H: 0.142 -0.314 5.064  0.350
H: -1.126 0.708 5.363  0.417
H: -0.188 0.924 4.003  0.291
Cl: 1.430 1.006 -2.137  -0.067
C: -0.164 0.623 -2.856  -0.389
Cl: -0.925 -0.712 -1.928  -0.065
H: -0.018 0.291 -3.875  0.388
H: -0.791 1.501 -2.773  0.389

## Properties
**Max |F|**: 0.775 eV/A
**Orbital gap (spin up / spin down)**: 9.5 / 6.8 eV
**Net charge**: +3
**HOMO level (spin up / spin down)**: -17.9 / -18.3 eV
**E_tot**: -7175.245024 a.u.
**Relative energy (zero: lowest compared OMol25 entry of this formula, charge and spin)**: 0.0 kcal per mole
**Multiplicity**: 6
**LUMO energy (spin up / spin down)**: -8.4 / -11.5 eV
**M**: 636.3 g/mol
**<S²>**: 8.76